A molecular structure, C29H49AuGe2O5Si, computed with ωB97M-V with the def2-TZVPD basis set.

Properties
Electronic energy, eV: -165715.377
F_max, eV/A: 0.12
Frontier orbital gap (spin up / spin down), eV: 5.8 / 7.3
Energy above the lowest of the compared OMol25 structures with the same formula, charge and spin, kcal per mole: 0.0
LUMO level (spin up / spin down), eV: 2.74 / 2.33

Structure (ORCA input):
```
! RIJCOSX wB97M-V def2-TZVPD def2/J DEFGRID3
* xyz -1 2
Au -1.02 -1.57 0.19
Ge 1.48 -2.04 -0.06
Ge 2.49 -4.02 0.94
Si -1.53 1.73 0.09
O -0.68 0.44 -0.26
O -1.87 1.95 1.69
O -3.00 1.79 -0.66
O -1.58 -4.04 1.59
O -0.73 3.10 -0.37
C 2.57 -0.52 0.56
C 0.78 4.42 -1.61
C 2.03 -4.17 2.84
C 0.26 1.23 2.65
C -1.68 4.45 -2.11
C 0.97 -1.22 -2.81
C -1.78 1.67 4.03
C 3.87 0.57 2.29
C -1.51 -3.50 0.50
C -4.84 2.65 0.62
C 2.69 0.64 -0.22
C -0.49 3.58 -1.69
C -1.74 -4.34 -0.75
C 2.58 -2.98 -2.66
C 3.40 1.74 0.25
C -5.15 1.36 -1.50
C -4.32 1.49 -0.23
C -0.98 2.10 2.80
C 1.84 -5.69 0.12
C -0.29 2.43 -2.68
C 3.99 1.71 1.51
C 1.72 -2.10 -2.02
C 1.96 -2.11 -4.81
C 2.71 -2.99 -4.04
C 4.46 -4.03 0.80
C -4.36 0.19 0.56
C -0.59 3.57 2.90
C 1.09 -1.22 -4.19
C 3.17 -0.53 1.82
H 1.88 -5.65 -0.97
H -1.51 4.87 -3.11
H -0.07 3.88 1.99
H 2.32 -5.15 3.22
H -1.80 5.26 -1.40
H -4.21 2.76 1.51
H -2.06 0.62 3.94
H 0.06 3.73 3.76
H -5.10 2.28 -2.08
H -0.79 -4.83 -1.00
H 4.87 -3.10 1.21
H -2.59 3.85 -2.12
H -3.96 -0.63 -0.04
H -1.48 4.19 3.02
H 2.46 -6.53 0.46
H 0.81 -5.88 0.42
H 1.01 4.88 -2.57
H 0.27 -0.54 -2.33
H 4.78 -4.11 -0.23
H 0.65 5.21 -0.86
H 0.88 1.32 3.54
H -4.79 3.58 0.05
H -0.02 0.18 2.52
H 4.54 2.57 1.87
H -6.20 1.16 -1.26
H 3.18 -3.67 -2.07
H 3.49 2.63 -0.37
H -2.69 2.27 4.11
H -2.04 -3.73 -1.60
H 4.33 0.54 3.27
H -4.77 0.54 -2.11
H -2.48 -5.12 -0.54
H 0.95 -4.05 2.97
H 3.07 -1.40 2.45
H 0.50 -0.53 -4.78
H 0.85 1.52 1.78
H 4.88 -4.87 1.36
H -3.77 0.27 1.47
H 0.53 1.79 -2.36
H 3.38 -3.69 -4.52
H -5.87 2.48 0.93
H 2.22 0.69 -1.19
H -5.39 -0.05 0.83
H -1.19 1.80 4.94
H -1.19 1.82 -2.74
H -0.07 2.83 -3.67
H 2.54 -3.41 3.44
H 1.62 3.79 -1.31
H 2.05 -2.12 -5.89
*
```

In elementary charge units, the Mulliken charges are:
1. Au -0.63
2. Ge -0.41
3. Ge 0.79
4. Si -2.12
5. O 2.69
6. O -0.01
7. O -0.46
8. O -0.58
9. O 0.18
10. C 0.23
11. C -1.63
12. C -1.28
13. C -1.63
14. C -1.76
15. C -0.45
16. C -2.06
17. C -0.76
18. C 0.46
19. C -1.56
20. C 0.00
21. C 2.06
22. C -1.09
23. C 0.21
24. C -0.53
25. C -1.86
26. C 1.96
27. C 2.27
28. C -1.29
29. C -1.09
30. C -0.62
31. C 0.41
32. C -0.44
33. C -0.70
34. C -1.28
35. C -1.35
36. C -1.74
37. C -0.79
38. C 0.38
39. H 0.38
40. H 0.45
41. H 0.17
42. H 0.45
43. H 0.37
44. H 0.04
45. H 0.39
46. H 0.44
47. H 0.35
48. H 0.12
49. H 0.37
50. H 0.12
51. H 0.21
52. H 0.39
53. H 0.46
54. H 0.35
55. H 0.40
56. H 0.29
57. H 0.37
58. H 0.38
59. H 0.66
60. H 0.31
61. H 0.21
62. H 0.36
63. H 0.41
64. H 0.02
65. H 0.37
66. H 0.39
67. H 0.32
68. H 0.40
69. H 0.38
70. H 0.41
71. H 0.35
72. H 0.10
73. H 0.43
74. H 0.07
75. H 0.45
76. H 0.11
77. H -0.14
78. H 0.40
79. H 0.50
80. H -0.09
81. H 0.53
82. H 0.43
83. H 0.11
84. H 0.60
85. H 0.39
86. H 0.13
87. H 0.35